1.
Molecular formula: C37H26Cl3IrN6OS2Se
Method: DFT, ωB97M-V with the def2-TZVPD basis set

Results
DFT total energy	-177204.123	eV
2S+1	1
E_HOMO	-7.5474	eV
total charge	0
frontier orbital gap	6.91	eV
energy relative to the best compared isomer or geometry (same formula, charge and spin)	0.000	eV

XYZ file:
```
77
Properties=species:S:1:pos:R:3:mulliken_charge:R:1
Ir -1.792 1.376 -1.277 0.566
S -2.296 -0.724 2.658 -0.316
C -1.456 0.757 3.018 0.940
C -0.998 1.224 4.245 -0.539
C -0.327 2.432 4.269 -0.628
C -0.125 3.168 3.096 -0.856
C -0.585 2.710 1.877 -0.216
C -1.250 1.487 1.844 -0.710
N -1.757 0.862 0.713 0.255
C -2.314 -0.294 0.987 0.875
C -2.870 -1.034 -0.118 -0.005
C -3.507 -2.271 -0.018 -0.677
C -4.021 -2.856 -1.156 -0.911
C -3.904 -2.196 -2.380 -0.656
C -3.270 -0.967 -2.482 -0.077
C -2.730 -0.364 -1.348 0.099
H -1.160 0.658 5.153 0.454
H 0.037 2.819 5.211 0.433
H 0.390 4.118 3.147 0.428
H -0.463 3.283 0.967 0.508
H -3.601 -2.762 0.944 0.433
H -4.521 -3.814 -1.100 0.398
H -4.321 -2.649 -3.271 0.456
H -3.207 -0.470 -3.442 0.430
N -1.833 1.761 -3.244 -0.188
C -1.865 1.982 -4.386 0.644
N -1.952 2.088 -5.655 -0.734
C -1.844 3.263 -6.260 0.537
N -1.760 4.243 -6.869 -0.603
Cl 8.027 -4.169 2.771 -0.218
C 6.600 -3.412 2.144 0.391
C 6.249 -2.144 2.577 -1.053
C 5.096 -1.560 2.081 -0.164
C 4.284 -2.219 1.165 -0.482
C 3.005 -1.583 0.664 -0.128
C 3.223 -0.914 -0.690 -1.134
N 1.956 -0.584 -1.323 0.251
C 1.445 -1.160 -2.464 -0.386
C 0.208 -0.629 -2.645 -0.658
N -0.042 0.255 -1.624 -0.484
C 1.023 0.263 -0.849 -0.263
O 2.521 -0.570 1.525 -0.455
C 1.638 -1.023 2.552 0.277
C 2.362 -1.696 3.677 0.228
C 2.534 -3.040 3.816 0.601
Cl 1.908 -4.269 2.792 -0.177
S 3.530 -3.456 5.145 -0.200
C 3.727 -1.804 5.556 -0.348
C 3.057 -0.989 4.703 -1.011
C 4.683 -3.479 0.736 0.987
Cl 3.735 -4.342 -0.443 -0.191
C 5.829 -4.091 1.217 -0.817
H 6.867 -1.628 3.298 0.425
H 4.796 -0.580 2.427 0.465
H 2.244 -2.363 0.547 0.876
H 3.763 -1.578 -1.360 0.383
H 3.815 -0.010 -0.544 0.255
H 2.006 -1.878 -3.035 0.411
H -0.510 -0.806 -3.425 0.524
H 1.152 0.850 0.044 0.706
H 0.882 -1.688 2.121 0.610
H 1.142 -0.123 2.914 -0.558
H 4.320 -1.529 6.413 0.472
H 3.051 0.090 4.784 0.456
H 6.110 -5.076 0.876 0.458
Se -3.372 3.085 -0.750 -0.303
C -4.200 3.513 -2.430 0.296
C -3.661 4.491 -3.255 -0.456
C -4.238 4.756 -4.489 -0.527
C -5.359 4.049 -4.899 -0.439
C -5.905 3.080 -4.069 -0.583
C -5.329 2.811 -2.835 -0.305
H -2.771 5.025 -2.945 0.338
H -3.790 5.490 -5.145 0.432
H -5.791 4.239 -5.872 0.390
H -6.776 2.521 -4.387 0.376
H -5.744 2.045 -2.192 0.389
```

2.
Molecular formula: C37H26Cl5GeOSiTc
Method: DFT, ωB97M-V with the def2-TZVPD basis set

Results
DFT total energy	-170023.845	eV
2S+1	1
E_HOMO (spin up / spin down)	-14.0031 / -14.0031	eV
total charge	+2
frontier orbital gap (spin up / spin down)	5.13 / 5.13	eV

XYZ file:
```
72
Properties=species:S:1:pos:R:3:mulliken_charge:R:1
Tc 0.074 0.555 0.301 -0.725
Cl 6.612 -0.592 2.710 -0.113
C 4.959 -0.335 2.487 0.366
C 4.444 -0.320 1.171 -0.161
Cl 5.436 -0.564 -0.186 -0.144
C 3.098 -0.114 1.021 0.594
Cl 2.369 -0.105 -0.589 -0.152
C 2.244 0.080 2.106 -0.340
O 0.921 0.278 1.928 -0.237
C 2.751 0.048 3.408 0.416
Cl 1.692 0.269 4.727 -0.112
C 4.116 -0.154 3.594 0.091
Cl 4.758 -0.183 5.167 -0.121
C -3.538 2.635 -2.685 -0.582
C -2.478 1.736 -2.641 -1.098
C -1.515 1.920 -1.663 -0.050
C -1.581 2.949 -0.713 1.266
C -2.643 3.847 -0.793 -0.721
C -3.616 3.683 -1.775 -0.745
Si -0.197 3.025 0.478 0.762
C 1.395 3.487 -0.276 0.784
C 1.682 3.222 -1.625 -0.230
C 2.910 3.573 -2.165 -0.803
C 3.859 4.209 -1.371 -0.536
C 3.587 4.490 -0.037 -0.635
C 2.367 4.123 0.512 -0.543
H -4.299 2.523 -3.446 0.476
H -2.396 0.940 -3.368 0.477
H -0.637 1.233 -1.728 0.166
H -2.727 4.666 -0.088 0.529
H -4.442 4.379 -1.832 0.472
H -0.386 3.588 1.818 -0.134
H 0.936 2.781 -2.276 0.366
H 3.124 3.371 -3.207 0.453
H 4.809 4.504 -1.800 0.447
H 4.322 5.003 0.570 0.446
H 2.169 4.344 1.556 0.405
C -1.483 0.525 0.935 0.725
Ge -3.109 0.487 2.159 1.511
C -4.807 0.516 1.334 0.333
C -5.039 0.364 -0.032 -0.171
C -6.336 0.407 -0.525 -0.649
C -7.400 0.603 0.344 -0.550
C -7.175 0.756 1.706 -0.696
C -5.879 0.714 2.207 -0.518
C -2.643 -1.118 3.086 0.381
C -2.278 -1.149 4.438 -0.409
C -2.006 -2.360 5.062 -0.844
C -2.091 -3.546 4.344 -0.481
C -2.458 -3.528 3.004 -0.740
C -2.734 -2.323 2.378 -0.364
C -2.654 2.138 3.044 0.253
C -1.613 2.227 3.978 0.502
C -1.277 3.449 4.545 -0.960
C -1.957 4.599 4.162 -0.545
C -2.971 4.530 3.215 -0.735
C -3.320 3.304 2.655 -0.503
H -4.215 0.208 -0.721 0.384
H -6.517 0.288 -1.586 0.453
H -8.411 0.629 -0.040 0.411
H -8.008 0.906 2.380 0.432
H -5.722 0.829 3.275 0.446
H -2.243 -0.239 5.022 0.518
H -1.739 -2.384 6.111 0.449
H -1.892 -4.490 4.835 0.428
H -2.544 -4.457 2.456 0.435
H -3.044 -2.331 1.337 0.426
H -1.061 1.343 4.270 -0.193
H -0.488 3.505 5.285 0.467
H -1.704 5.551 4.611 0.433
H -3.500 5.429 2.923 0.480
H -4.132 3.256 1.938 0.552
```

3.
Molecular formula: C37H28AuNO9Se
Method: DFT, ωB97M-V with the def2-TZVPD basis set

Results
DFT total energy	-127779.573	eV
2S+1	1
E_HOMO	-2.9433	eV
total charge	-2
frontier orbital gap	6.23	eV
energy relative to the best compared isomer or geometry (same formula, charge and spin)	0.284	eV

XYZ file:
```
77
Properties=species:S:1:pos:R:3:mulliken_charge:R:1
Au 0.033 -1.642 -1.587 0.620
O -1.559 4.098 4.413 -0.581
C -1.555 3.185 3.637 1.038
C -1.303 3.261 2.108 0.462
O -1.160 4.302 1.533 -0.618
C -1.438 1.840 1.482 1.467
C -2.122 0.999 2.605 -0.028
O -2.740 -0.020 2.492 -0.612
C -1.970 1.733 3.960 0.201
O -2.207 1.303 5.053 -0.629
O -1.834 1.752 0.303 -0.924
C 5.634 1.825 2.046 -1.795
C 4.636 0.766 2.490 1.131
C 5.136 -0.067 3.658 -1.897
O 4.337 -0.104 1.426 -0.212
C 3.048 0.234 0.890 -1.329
C 2.339 0.787 2.142 -0.639
O 3.430 1.416 2.832 -0.234
C 1.221 1.875 2.000 1.561
O 0.009 1.171 1.827 -0.416
C 1.119 2.616 3.346 -0.044
C 0.948 1.851 4.503 -0.803
C 0.792 2.448 5.742 -0.734
C 0.786 3.832 5.851 -0.612
C 0.929 4.602 4.709 -1.076
C 1.097 4.000 3.468 0.296
C 1.590 2.783 0.836 -0.157
C 2.725 3.595 0.916 0.121
C 3.152 4.329 -0.179 -1.230
C 2.449 4.262 -1.377 -0.735
C 1.325 3.457 -1.460 -0.958
C 0.897 2.714 -0.366 0.130
C 2.537 -1.016 0.114 3.124
O 1.516 -0.594 -0.706 -1.045
C 2.219 -2.137 1.115 -0.390
C 0.914 -2.411 1.499 -0.301
C 0.643 -3.363 2.475 -0.945
C 1.678 -4.055 3.085 -0.444
C 2.989 -3.792 2.706 -1.000
C 3.254 -2.843 1.730 -0.030
C 3.649 -1.500 -0.843 0.174
C 4.629 -0.655 -1.353 -0.404
C 5.506 -1.089 -2.339 -0.934
C 5.415 -2.378 -2.843 -0.476
C 4.430 -3.226 -2.354 -0.872
C 3.560 -2.788 -1.367 -0.352
H 6.583 1.356 1.781 0.407
H 5.799 2.546 2.848 0.338
H 5.236 2.349 1.176 0.369
H 6.029 -0.623 3.367 0.356
H 4.359 -0.776 3.945 0.407
H 5.371 0.577 4.506 0.379
H 3.143 1.039 0.155 0.919
H 1.941 -0.031 2.744 1.205
H 0.919 0.771 4.428 0.462
H 0.646 1.829 6.619 0.411
H 0.637 4.304 6.815 0.327
H 0.883 5.683 4.773 0.381
H 1.169 4.618 2.584 0.308
H 3.286 3.638 1.841 0.766
H 4.036 4.951 -0.097 0.414
H 2.781 4.832 -2.237 0.391
H 0.772 3.387 -2.388 0.451
H 0.023 2.081 -0.444 0.208
H 0.103 -1.859 1.052 -0.082
H -0.386 -3.543 2.758 0.444
H 1.468 -4.795 3.849 0.376
H 3.809 -4.330 3.169 0.380
H 4.278 -2.642 1.439 0.449
H 4.719 0.357 -0.981 0.164
H 6.261 -0.409 -2.718 0.400
H 6.096 -2.715 -3.616 0.368
H 4.331 -4.230 -2.750 0.383
H 2.783 -3.451 -1.006 0.458
Se -3.028 -3.832 -4.790 -0.390
C -1.966 -3.109 -3.525 0.208
N -1.275 -2.678 -2.701 -0.526
```

4.
Molecular formula: C37H29CoN9O4SSe
Method: DFT, ωB97M-V with the def2-TZVPD basis set

Results
DFT total energy	-174245.880	eV
2S+1	5
E_HOMO (spin up / spin down)	-9.5518 / -9.5516	eV
total charge	+1
frontier orbital gap (spin up / spin down)	6.37 / 3.40	eV
energy relative to the best compared isomer or geometry (same formula, charge and spin)	0.000	eV
expectation value of S²	6.0355

XYZ file:
```
82
Properties=species:S:1:pos:R:3:mulliken_charge:R:1
Co 0.023 0.373 -0.815 0.128
N -0.514 6.965 -3.061 -0.498
C -1.040 5.714 -3.021 1.071
C -2.178 5.447 -2.231 -0.883
C -2.689 4.177 -2.162 -0.386
C -2.066 3.143 -2.875 -0.329
C -0.934 3.392 -3.662 -0.372
C -0.433 4.666 -3.740 -0.553
S -2.677 1.532 -2.732 1.106
O -4.072 1.541 -2.443 -0.636
O -2.121 0.684 -3.731 -0.616
N -1.820 1.121 -1.323 -0.455
C -2.323 1.277 -0.058 0.814
N -3.319 2.093 0.270 -0.287
C -3.677 2.083 1.546 -0.211
C -3.050 1.289 2.501 -0.854
C -1.965 0.540 2.075 0.040
N -1.592 0.543 0.805 -0.212
H -1.055 7.742 -2.721 0.219
H 0.191 7.179 -3.745 0.219
H -2.655 6.257 -1.695 0.383
H -3.569 3.959 -1.573 0.564
H -0.474 2.572 -4.191 0.388
H 0.433 4.873 -4.355 0.364
H -4.490 2.745 1.818 0.456
H -3.375 1.279 3.530 0.419
H -1.374 -0.060 2.757 0.458
Se 5.309 2.280 4.474 0.267
N 4.444 0.768 4.120 -0.867
C 3.605 1.018 3.150 0.708
C 2.748 0.007 2.542 0.819
C 2.709 -1.321 2.963 -0.589
C 1.909 -2.216 2.283 -0.993
C 1.163 -1.761 1.198 -0.819
N 1.170 -0.493 0.816 0.590
C 1.946 0.380 1.465 0.040
C 1.904 1.769 0.993 -0.750
N 1.055 2.036 -0.010 0.929
C 0.986 3.271 -0.487 0.217
C 1.753 4.313 0.026 -0.998
C 2.619 4.052 1.068 -0.798
C 2.705 2.754 1.566 0.872
C 3.597 2.371 2.656 0.772
N 4.433 3.196 3.228 -0.917
H 3.314 -1.626 3.807 0.551
H 1.859 -3.255 2.572 0.476
H 0.554 -2.436 0.610 0.609
H 0.301 3.428 -1.309 -0.281
H 1.659 5.304 -0.394 0.553
H 3.236 4.827 1.503 0.576
C 5.882 -1.326 1.664 -1.883
C 5.304 -0.752 0.399 1.259
C 5.475 0.601 0.123 -0.711
C 4.972 1.146 -1.048 -1.228
C 4.337 0.344 -1.979 -0.548
C 4.202 -1.024 -1.739 0.341
N 3.721 -1.894 -2.720 0.096
C 3.151 -1.510 -3.937 -0.291
C 3.679 -2.018 -5.124 -0.645
C 3.157 -1.651 -6.351 -0.666
C 2.110 -0.741 -6.422 -0.857
C 1.575 -0.241 -5.250 -0.431
C 2.062 -0.638 -4.007 0.673
C 1.307 -0.213 -2.803 1.362
O 0.878 0.967 -2.689 -0.645
O 1.046 -1.047 -1.886 -0.841
C 4.637 -1.571 -0.518 1.318
C 4.424 -3.035 -0.238 -2.460
H 6.297 -0.538 2.289 0.332
H 6.681 -2.036 1.440 0.472
H 5.137 -1.864 2.253 0.300
H 6.027 1.221 0.820 0.405
H 5.110 2.200 -1.259 0.473
H 4.011 0.766 -2.919 0.565
H 4.155 -2.802 -2.730 0.378
H 4.526 -2.692 -5.072 0.433
H 3.582 -2.064 -7.256 0.397
H 1.707 -0.440 -7.379 0.447
H 0.728 0.431 -5.275 0.351
H 3.503 -3.387 -0.703 0.446
H 4.349 -3.226 0.830 0.480
H 5.248 -3.651 -0.610 0.375
```

5.
Molecular formula: C37H29N5P2SeTb
Method: DFT, ωB97M-V with the def2-TZVPD basis set

Results
DFT total energy	-152621.650	eV
2S+1	7
E_HOMO (spin up / spin down)	-16.0544 / -16.1341	eV
total charge	+3
frontier orbital gap (spin up / spin down)	4.60 / 6.45	eV
expectation value of S²	12.2379

XYZ file:
```
75
Properties=species:S:1:pos:R:3:mulliken_charge:R:1
Tb -19.772 4.960 -6.413 1.175
Se -25.651 2.308 -10.926 0.339
N -24.020 3.268 -11.297 -0.768
C -23.590 3.572 -10.121 0.793
C -22.324 4.312 -10.010 0.260
C -21.558 4.610 -11.120 -0.331
C -20.302 5.226 -10.908 -0.846
C -19.843 5.433 -9.643 -0.176
N -20.498 4.995 -8.540 -0.532
C -21.740 4.392 -8.710 0.089
C -22.471 3.933 -7.518 0.209
N -21.853 4.058 -6.280 -0.270
C -22.512 3.635 -5.150 -0.149
C -23.799 3.228 -5.183 -1.025
C -24.479 3.070 -6.435 -0.373
C -23.781 3.384 -7.605 0.507
C -24.351 3.165 -8.899 0.634
N -25.476 2.494 -9.098 -0.749
H -21.943 4.535 -12.137 0.525
H -19.688 5.488 -11.779 0.472
H -18.948 6.060 -9.498 0.500
H -21.935 3.762 -4.220 0.476
H -24.288 3.005 -4.269 0.488
H -25.543 2.794 -6.578 0.551
C -15.624 2.181 -6.137 -1.006
N -16.589 3.243 -5.912 0.210
P -18.111 2.921 -5.166 0.440
C -18.696 1.256 -5.433 0.897
C -19.608 0.706 -4.529 -0.575
C -20.224 -0.524 -4.785 -0.751
C -19.990 -1.178 -5.978 -0.568
C -19.056 -0.669 -6.877 -0.700
C -18.423 0.533 -6.609 -0.294
C -17.679 2.926 -3.426 0.726
C -17.998 3.975 -2.509 -0.110
C -17.622 3.869 -1.159 -0.707
C -16.800 2.771 -0.734 -0.515
C -16.589 1.704 -1.643 -0.789
C -17.142 1.743 -2.929 -0.426
P -16.808 4.681 -6.908 0.861
C -16.047 5.985 -5.892 0.558
C -15.548 5.791 -4.604 -0.362
C -15.091 6.858 -3.831 -0.675
C -15.124 8.182 -4.351 -0.486
C -15.600 8.388 -5.632 -0.765
C -16.071 7.293 -6.422 -0.658
C -15.731 4.564 -8.335 0.532
C -16.267 3.859 -9.451 -0.599
C -15.575 3.866 -10.669 -0.716
C -14.295 4.412 -10.772 -0.547
C -13.733 4.957 -9.671 -0.592
C -14.479 5.182 -8.481 -0.225
H -15.307 1.855 -5.117 0.311
H -14.770 2.700 -6.646 0.386
H -15.888 1.331 -6.716 0.413
H -19.747 1.209 -3.590 0.573
H -20.911 -0.976 -4.035 0.413
H -20.386 -2.161 -6.150 0.459
H -18.729 -1.233 -7.737 0.479
H -17.694 1.000 -7.352 -0.068
H -18.547 4.863 -2.904 0.238
H -17.885 4.607 -0.418 0.475
H -16.414 2.765 0.283 0.455
H -16.059 0.789 -1.215 0.357
H -17.044 0.838 -3.558 0.384
H -15.599 4.833 -4.064 0.418
H -14.623 6.675 -2.804 0.358
H -14.670 8.970 -3.723 0.398
H -15.539 9.373 -6.091 0.432
H -16.513 7.457 -7.368 0.517
H -17.241 3.378 -9.389 0.423
H -16.077 3.521 -11.560 0.422
H -13.709 4.345 -11.698 0.416
H -12.699 5.305 -9.685 0.425
H -14.046 5.869 -7.732 0.358
```

6.
Molecular formula: C37H30AsLiN4O8PS
Method: DFT, ωB97M-V with the def2-TZVPD basis set

Results
DFT total energy	-142355.639	eV
2S+1	2
E_HOMO (spin up / spin down)	0.4982 / -2.4925	eV
total charge	-2
frontier orbital gap (spin up / spin down)	2.64 / 5.63	eV
expectation value of S²	0.7819

XYZ file:
```
83
Properties=species:S:1:pos:R:3:mulliken_charge:R:1
Li 3.429 3.445 1.064 0.817
O 3.242 2.963 3.005 -0.759
N 3.876 1.954 3.625 0.395
C 3.877 1.841 4.979 -0.316
C 4.623 0.893 5.596 -0.677
C 5.368 -0.035 4.811 -0.125
C 5.349 0.052 3.414 -0.771
C 4.516 1.023 2.764 0.250
S 4.264 1.067 1.125 -0.539
H 3.340 2.602 5.434 0.513
H 4.586 0.977 6.663 0.360
H 5.949 -0.759 5.349 0.347
H 5.948 -0.517 2.726 0.370
C 0.182 -1.833 -1.206 -1.233
C -0.974 -2.832 -1.112 -0.700
As -0.389 -4.708 -1.572 0.325
C -0.560 -5.583 0.221 -0.075
C -0.711 -7.006 0.269 -0.379
C -0.955 -7.641 1.439 -0.461
C -0.983 -6.920 2.641 -0.345
C -0.636 -5.599 2.656 -0.568
C -0.400 -4.936 1.443 -0.052
C -2.104 -5.262 -2.359 0.119
C -2.157 -5.788 -3.679 -0.588
C -3.366 -6.230 -4.185 -0.384
C -4.509 -6.291 -3.423 -0.452
C -4.479 -5.769 -2.140 -0.476
C -3.284 -5.247 -1.585 -0.099
P 0.056 -0.089 -0.560 0.160
C -1.094 0.787 -1.694 0.367
C -1.438 2.137 -1.437 -0.565
C -2.157 2.908 -2.394 -0.531
C -2.656 2.256 -3.531 -0.558
C -2.271 0.929 -3.795 -0.645
C -1.530 0.189 -2.876 -0.169
C -1.086 -0.237 0.832 0.406
C -0.415 -0.309 2.040 -0.413
C -1.101 -0.299 3.258 -0.603
C -2.476 0.035 3.254 -0.447
C -3.175 -0.064 2.055 -0.571
C -2.494 -0.188 0.859 0.072
H 0.380 -1.621 -2.279 0.608
H 1.139 -2.271 -0.826 0.471
H -1.810 -2.689 -1.793 0.554
H -1.377 -2.973 -0.106 0.282
H -0.636 -7.563 -0.695 0.264
H -1.323 -8.674 1.507 0.296
H -1.257 -7.444 3.543 0.369
H -0.553 -5.038 3.583 0.393
H -0.022 -3.907 1.474 0.420
H -1.186 -5.712 -4.191 0.342
H -3.414 -6.654 -5.147 0.395
H -5.417 -6.756 -3.836 0.342
H -5.386 -5.578 -1.542 0.296
H -3.242 -4.825 -0.588 0.364
H -1.102 2.568 -0.515 0.567
H -2.391 3.938 -2.122 0.371
H -3.313 2.694 -4.245 0.390
H -2.560 0.384 -4.698 0.337
H -1.318 -0.852 -3.112 0.070
H 0.701 -0.585 1.933 0.308
H -0.488 -0.585 4.135 0.373
H -3.021 0.288 4.171 0.367
H -4.263 -0.130 2.159 0.343
H -3.030 -0.326 -0.116 0.350
O 0.558 9.368 -3.242 -0.709
N 1.669 8.918 -2.918 0.953
O 2.754 9.493 -3.253 -0.696
C 1.790 7.767 -2.049 0.088
C 0.588 7.217 -1.607 -0.385
C 0.750 6.203 -0.693 -0.039
C 1.991 5.482 -0.423 0.911
O 1.944 4.299 -0.024 -0.731
C 3.109 6.299 -0.734 -0.536
C 3.064 7.342 -1.668 -0.717
N 4.461 5.930 -0.234 0.998
O 5.387 6.679 -0.568 -0.784
O 4.600 4.954 0.546 -0.841
N -0.519 5.695 -0.075 1.018
O -1.480 5.714 -0.885 -0.680
O -0.560 5.401 1.090 -0.610
H -0.357 7.725 -1.899 0.429
H 3.939 7.909 -2.033 0.456
```